103
Properties=species:S:1:pos:R:3:mulliken_charge:R:1 method="wB97M-V/def2-TZVPD" orbital_gap_ev=7.06 charge=+1 homo_ha=-0.346
Ca -18.6643 -10.2388 9.0637 1.909
C -22.0408 -10.9754 11.0131 -1.848
C -20.7895 -11.7710 10.8103 0.641
C -19.6968 -11.7944 11.7457 0.885
C -19.8994 -11.1161 13.1332 -1.950
C -18.4439 -12.3924 11.3333 0.954
C -17.2981 -12.2179 12.2850 -1.842
C -18.3967 -13.1488 10.1400 0.745
C -17.2290 -13.9763 9.7288 -2.202
C -19.5434 -13.2854 9.3513 0.888
C -19.5817 -14.0863 8.1092 -1.997
C -20.7571 -12.6518 9.7096 1.000
C -22.0411 -12.8710 8.9544 -1.791
H -22.8790 -11.7147 11.1849 0.372
H -22.2760 -10.4271 10.0416 0.235
H -21.8988 -10.3026 11.8241 0.440
H -20.1148 -10.0527 12.9661 0.379
H -19.0464 -11.1751 13.7702 0.425
H -20.6538 -11.5742 13.7956 0.341
H -16.9030 -11.1895 12.3581 0.253
H -16.4692 -12.9255 12.0689 0.428
H -17.6367 -12.4828 13.3006 0.434
H -17.4532 -14.9936 10.0572 0.313
H -16.2590 -13.6134 10.0950 0.505
H -17.1569 -13.9434 8.6594 0.361
H -20.0539 -13.5265 7.2893 0.345
H -20.1097 -14.9964 8.3239 0.387
H -18.5313 -14.2981 7.8008 0.417
H -22.7270 -13.5868 9.4830 0.293
H -21.9072 -13.1916 7.8939 0.399
H -22.5276 -11.9014 8.9357 0.428
C -24.7520 -4.9333 7.5831 -1.691
C -23.2210 -4.7323 7.2843 2.202
C -23.1564 -4.1051 5.8673 -1.785
C -22.6770 -3.7866 8.4106 -1.769
C -22.4286 -6.0374 7.3306 0.254
C -21.9508 -6.6089 8.5551 -1.034
C -21.0299 -7.6566 8.5636 0.201
Br -19.7998 -7.8211 10.1333 -0.271
C -20.8666 -8.5343 7.3962 0.230
O -20.1579 -9.6204 7.4851 -0.737
C -21.4694 -7.9944 6.1699 -0.567
C -22.2759 -6.8538 6.1749 0.042
C -21.3958 -8.8614 4.9385 1.979
C -19.9793 -9.2760 4.5033 -1.449
C -22.4278 -10.1373 4.9704 -1.523
C -21.9135 -8.0584 3.6999 -1.883
H -25.2913 -3.9635 7.5933 0.426
H -24.9628 -5.4070 8.5364 0.379
H -25.1969 -5.5771 6.8377 0.375
H -23.8047 -3.2181 5.8399 0.426
H -23.5377 -4.8040 5.0813 0.374
H -22.1961 -3.7865 5.5205 0.408
H -23.0966 -2.7736 8.2827 0.418
H -21.5996 -3.6466 8.4865 0.390
H -23.0121 -4.0158 9.4321 0.374
H -22.2261 -6.1573 9.5024 0.403
H -22.5281 -6.3822 5.2449 0.187
H -19.4575 -9.7236 5.3478 0.066
H -19.2817 -8.5034 4.1218 0.275
H -20.1156 -10.0667 3.7421 0.449
H -22.2823 -10.7081 5.8962 0.183
H -22.2530 -10.7678 4.1371 0.518
H -23.4463 -9.7997 4.9541 0.360
H -21.2920 -7.1852 3.4068 0.364
H -22.9486 -7.6563 3.8156 0.374
H -21.8905 -8.7129 2.7948 0.419
Cl -18.3336 -2.5728 6.9375 -0.191
C -17.0298 -3.7590 7.1223 0.221
C -16.9938 -4.9257 6.3730 -0.824
C -15.8115 -5.6919 6.4070 -0.305
C -14.8178 -5.4582 7.3810 -0.223
C -13.6606 -6.4792 7.4023 0.317
C -13.7442 -7.3874 8.6740 -1.293
N -14.6565 -8.5500 8.5445 0.235
C -14.2080 -9.8623 8.2828 0.022
C -15.3321 -10.6168 8.3091 -1.356
N -16.4551 -9.8361 8.6502 -0.563
C -16.0124 -8.6187 8.7739 -0.403
O -13.6343 -7.2252 6.2083 -0.290
C -12.4743 -7.1302 5.3492 -1.152
C -11.5691 -8.2684 5.5266 0.507
C -10.3489 -8.2022 6.2268 0.370
Cl -9.6114 -6.8174 6.9598 -0.173
S -9.8284 -9.7790 6.6521 -0.139
C -10.9923 -10.5463 5.6264 -0.343
C -11.8914 -9.6406 5.1419 -0.797
C -14.8505 -4.2665 8.0960 0.658
Cl -13.7152 -3.6634 9.2275 -0.200
C -16.0071 -3.4802 8.0149 -0.647
H -17.7476 -5.2001 5.6145 0.417
H -15.7308 -6.5727 5.7841 0.498
H -12.6969 -5.9381 7.5006 0.525
H -14.0876 -6.8240 9.5437 0.507
H -12.7392 -7.7829 8.9039 0.385
H -13.1401 -10.1357 8.1191 0.347
H -15.5237 -11.6339 8.0893 0.627
H -16.5437 -7.7109 8.9587 0.592
H -11.8607 -6.2575 5.5114 0.550
H -12.8755 -7.1645 4.3533 0.410
H -10.9013 -11.6252 5.4612 0.431
H -12.7816 -9.7938 4.5150 0.360
H -15.9751 -2.5518 8.5962 0.408



110
Properties=species:S:1:pos:R:3:mulliken_charge:R:1 method="wB97M-V/def2-TZVPD" multiplicity=2 s_squared=0.757 orbital_gap_ev="6.69 / 7.34" charge=+2 homo_ha="-0.439 / -0.485"
Hf -0.7480 -1.3030 0.1236 0.782
C -3.2163 -0.9241 -2.8729 -1.138
C -3.7251 -1.2108 -1.5070 0.538
C -5.0387 -1.5500 -1.1730 -2.050
C -5.0325 -1.7275 0.1912 0.164
N -3.7925 -1.5002 0.6503 0.809
N -2.9745 -1.1835 -0.3944 -0.202
B -3.2290 -1.4974 2.0895 0.323
N -2.4462 -0.1594 2.2558 0.925
C -2.9108 0.8812 2.9614 0.147
C -2.0567 1.9471 2.7944 -2.193
C -1.0626 1.4878 1.9351 0.823
C 0.0787 2.2917 1.4278 -1.032
N -1.2990 0.1987 1.6170 0.060
N -2.2855 -2.7304 2.2119 1.259
C -2.4501 -3.7375 3.0796 -0.173
C -1.6616 -4.7939 2.6844 -1.608
C -1.0213 -4.3673 1.5231 0.234
C -0.1173 -5.1976 0.6802 -1.066
N -1.3997 -3.1028 1.2423 0.414
N -4.2082 -1.5409 3.2235 0.312
C -5.5415 -1.3201 3.3973 -0.064
C -5.7988 -1.2758 4.7398 -1.277
C -4.5420 -1.4566 5.3592 0.731
C -4.2478 -1.4545 6.8131 -1.291
N -3.6075 -1.6076 4.4445 -1.169
H -3.7192 -1.5692 -3.5899 0.387
H -2.1397 -1.0617 -2.9496 0.056
H -3.4467 0.1059 -3.1408 0.387
H -5.8732 -1.6358 -1.8350 0.576
H -5.8335 -2.0386 0.8264 0.671
H -3.8142 0.8301 3.5324 0.566
H -2.1368 2.9242 3.2245 0.588
H 0.7244 2.5827 2.2555 0.418
H -0.3099 3.2055 0.9825 0.375
H 0.6548 1.7434 0.6868 -0.250
H -3.0882 -3.6384 3.9341 0.687
H -1.5701 -5.7477 3.1573 0.603
H -0.0719 -6.1998 1.1013 0.452
H 0.8961 -4.8033 0.6366 0.081
H -0.4953 -5.2662 -0.3383 0.089
H -6.2160 -1.1925 2.5781 0.445
H -6.7465 -1.1394 5.2185 0.502
H -5.1759 -1.5161 7.3743 0.381
H -3.7285 -0.5362 7.0854 0.261
H -3.6019 -2.2880 7.0779 0.327
S 2.4128 -0.9300 -1.3645 -0.557
C 2.2175 0.7847 -1.7451 0.252
N 3.3040 1.4018 -2.2747 0.211
C 3.0978 2.6782 -2.9236 -0.888
C 2.1296 3.5033 -2.0874 -0.632
N 0.8940 2.7669 -1.9620 0.665
C -0.3396 3.5276 -1.9884 -0.567
C -0.4599 4.3744 -3.2319 -0.325
C -0.4394 5.7600 -3.1424 -0.050
C -0.5822 6.5372 -4.2778 -0.731
C -0.7419 5.9348 -5.5149 -0.424
C -0.7527 4.5524 -5.6109 -0.755
C -0.6156 3.7744 -4.4763 -0.323
C 0.9654 1.4273 -1.7791 0.179
S -0.5084 0.5151 -1.7249 -0.563
C 4.6651 0.9158 -2.2086 -1.663
C 5.4511 1.6176 -1.1201 0.748
C 4.8697 1.8049 0.1262 0.930
C 5.5896 2.3584 1.1664 -0.938
C 6.9046 2.7409 0.9636 -0.577
C 7.4818 2.5898 -0.2860 -0.657
C 6.7581 2.0356 -1.3286 -0.691
H 2.6843 2.5280 -3.9295 0.350
H 4.0554 3.1884 -3.0158 0.490
H 1.9155 4.4564 -2.5708 0.534
H 2.5708 3.6980 -1.1008 0.239
H -0.3700 4.1829 -1.1084 0.328
H -1.1688 2.8197 -1.9403 0.411
H -0.3278 6.2343 -2.1771 0.403
H -0.5695 7.6128 -4.1963 0.418
H -0.8621 6.5411 -6.3989 0.409
H -0.8764 4.0827 -6.5750 0.419
H -0.6402 2.6959 -4.5469 0.444
H 5.1420 1.0835 -3.1791 0.600
H 4.6555 -0.1610 -2.0164 0.543
H 3.8390 1.5162 0.2746 -0.179
H 5.1328 2.4742 2.1373 0.460
H 7.4714 3.1629 1.7773 0.428
H 8.5016 2.8997 -0.4531 0.418
H 7.2182 1.9200 -2.2990 0.429
C 3.8346 -1.7733 1.1377 -1.856
C 2.3539 -1.4815 1.4259 2.257
C 1.8283 -2.5482 2.3974 -1.732
C 2.2115 -0.1417 2.1510 -0.906
C 1.4873 -1.5608 0.1388 -0.617
H 4.3799 -1.9271 2.0653 0.503
H 4.3098 -0.9497 0.6113 0.316
H 3.9430 -2.6747 0.5371 0.348
H 2.3448 -2.4450 3.3493 0.574
H 2.0189 -3.5521 2.0307 0.324
H 0.7556 -2.4243 2.5800 0.138
H 2.8630 -0.1391 3.0221 0.709
H 1.1882 -0.0022 2.5052 0.172
H 2.4987 0.6961 1.5232 -0.472
H 1.5466 -2.6244 -0.1672 0.605
N -1.5070 -4.4828 -2.9840 0.028
C -0.3556 -3.9855 -3.5114 -0.912
C 0.0253 -2.9665 -2.6908 -0.505
N -0.8755 -2.8466 -1.6619 1.267
C -1.7912 -3.7783 -1.8800 -1.289
H -2.0334 -5.2594 -3.3580 0.265
H 0.1041 -4.3914 -4.3879 0.443
H 0.8735 -2.3142 -2.7768 0.211
H -2.6541 -3.9548 -1.2638 0.481



Energy values (in Ha) by entry order: -6921.238618 -3157.726990.
ΔE to the lowest compared entry with this formula, charge and spin values (in kJ/mol) by entry order: 61.92 109.97.